{
  "formula": "C5H10O2",
  "method": "ωB97M-V/def2-TZVPD",
  "homo_lumo_gap_ev": 9.435,
  "smiles": "COC1(CO)CC1",
  "e_homo_ev": -8.48,
  "e_tot_ha": -346.8478,
  "relative_energy_kj_mol": 466.27,
  "species": ["C", "O", "C", "C", "O", "C", "C", "H", "H", "H", "H", "H", "H", "H", "H", "H", "H"],
  "coordinates": [[-0.60914, 1.77620, -0.88983], [0.43665, 0.90229, -0.60861], [0.15326, -0.21948, 0.15218], [1.63638, -0.80147, 0.42221], [2.62394, -0.23313, -0.40834], [-0.79226, -1.38195, 0.11997], [-1.40490, -0.22423, 0.78981], [-1.26805, 1.29423, -1.61487], [-1.18994, 2.03564, 0.00724], [-0.15328, 2.67167, -1.31091], [1.95162, -0.77844, 1.47072], [1.62727, -1.84975, 0.09344], [2.53831, 0.72731, -0.38455], [-0.36558, -2.05098, 0.86211], [-1.26028, -1.87186, -0.71862], [-1.65885, -0.10971, 1.83412], [-2.26513, 0.11366, 0.18394]],
  "forces_ev_per_a": [[-0.311, 0.248, -0.337], [-0.251, -0.237, -0.690], [-0.295, -0.063, 0.407], [-0.363, -0.130, 0.528], [-0.126, 0.251, 0.279], [0.092, -0.504, -0.175], [0.596, 0.258, 0.283], [-0.288, 0.368, -0.132], [0.243, -0.028, -0.174], [-0.120, -0.038, -0.109], [-0.171, 0.140, 0.089], [-0.218, 0.274, 0.307], [-0.088, -0.088, -0.016], [0.050, -0.551, -0.400], [-0.143, -0.012, -0.224], [0.328, -0.628, 0.255], [1.065, 0.739, 0.106]]
}

=====

{
  "formula": "C34H42N4P2Zn",
  "method": "ωB97M-V/def2-TZVPD",
  "homo_lumo_gap_ev": [6.672, 5.409],
  "e_homo_ev": [-7.13, -5.81],
  "e_tot_ha": -4001.6382,
  "relative_energy_kj_mol": 118.15,
  "species": ["Zn", "C", "C", "C", "C", "C", "C", "C", "C", "C", "H", "H", "H", "H", "H", "H", "H", "H", "H", "H", "H", "H", "H", "H", "H", "P", "P", "N", "N", "N", "N", "C", "C", "C", "C", "C", "C", "C", "C", "C", "C", "C", "C", "C", "C", "C", "C", "C", "C", "H", "H", "H", "H", "H", "H", "H", "H", "H", "H", "H", "H", "H", "H", "H", "H", "H", "H", "H", "H", "C", "C", "C", "C", "C", "C", "C", "H", "H", "H", "H", "H", "H", "H"],
  "coordinates": [[-0.75626, 1.08739, -0.63858], [3.33386, -1.96624, 3.30716], [2.94471, -1.11171, 2.35025], [1.78406, -1.33263, 1.43458], [0.50799, -1.86976, 2.12109], [0.21557, -3.28405, 1.74750], [1.11805, -4.27480, 1.75372], [2.53903, -4.15957, 2.20394], [2.76513, -3.33820, 3.50859], [-1.62898, 1.61890, 1.05693], [4.14088, -1.68781, 3.99358], [3.48663, -0.17747, 2.16760], [2.06390, -1.99349, 0.60148], [1.53245, -0.36351, 0.97989], [0.59065, -1.75682, 3.21287], [-0.33643, -1.22449, 1.82440], [-0.82528, -3.50600, 1.52071], [0.83774, -5.27446, 1.41555], [3.20172, -3.76270, 1.42007], [2.88578, -5.18634, 2.40053], [1.83686, -3.32523, 4.09728], [3.48734, -3.89074, 4.12874], [-0.88750, 2.13298, 1.68124], [-2.07348, 0.79573, 1.62708], [-2.43206, 2.32619, 0.81092], [-2.19117, -0.09762, -1.87228], [0.49368, 1.39889, -2.47976], [-2.40324, -1.71611, -1.30012], [-3.90887, 0.25632, -2.21290], [1.69163, 0.15383, -2.75482], [1.46810, 2.72427, -3.13375], [-1.56336, -0.19545, -3.59593], [-0.64284, 1.02784, -3.87877], [-3.08468, -1.94048, -0.08522], [-3.50355, -3.25954, -0.05962], [-3.05685, -3.88432, -1.27526], [-2.38796, -2.91924, -2.01540], [-4.67537, 1.24892, -1.59624], [-5.88759, 1.36304, -2.26986], [-5.89766, 0.37567, -3.30999], [-4.68651, -0.29905, -3.24262], [2.48285, -0.31965, -1.70768], [3.09051, -1.49787, -2.10371], [2.73269, -1.72478, -3.47306], [1.88963, -0.69238, -3.85333], [2.60729, 2.67714, -3.96394], [2.71079, 3.87184, -4.66477], [1.62651, 4.71031, -4.22870], [0.89280, 3.99730, -3.29262], [-2.41171, -0.18724, -4.29579], [-1.03857, -1.15451, -3.74015], [-0.08509, 0.89069, -4.81659], [-1.23682, 1.95332, -3.98144], [-3.19070, -1.13921, 0.62905], [-4.08276, -3.71634, 0.72736], [-3.23708, -4.90882, -1.56189], [-1.88452, -2.97878, -2.96974], [-4.28137, 1.77405, -0.73734], [-6.67490, 2.07406, -2.05957], [-6.69600, 0.19296, -4.01910], [-4.29506, -1.10827, -3.84477], [2.51058, 0.23407, -0.78246], [3.68502, -2.13626, -1.46884], [3.03483, -2.55926, -4.09441], [1.38736, -0.49202, -4.79764], [3.26057, 1.81356, -3.96346], [3.44993, 4.11104, -5.41644], [1.41529, 5.70752, -4.58426], [0.02964, 4.26026, -2.70174], [1.09733, 3.13030, 2.73929], [0.95613, 2.85810, 4.09966], [0.08393, 3.64882, 4.92755], [-0.03608, 3.38100, 6.28437], [0.68002, 2.32171, 6.87150], [1.52755, 1.52279, 6.08121], [1.67320, 1.77738, 4.72390], [0.57214, 3.97954, 2.30490], [1.78967, 2.54074, 2.14216], [-0.46562, 4.47033, 4.46048], [-0.68320, 3.99745, 6.91049], [0.59002, 2.12297, 7.94151], [2.08638, 0.70423, 6.53752], [2.34070, 1.17977, 4.09795]],
  "forces_ev_per_a": [[-0.027, 0.507, 1.451], [0.058, 0.775, -0.267], [0.547, -0.156, 0.387], [-0.291, 0.328, -0.158], [-0.083, 0.518, -0.087], [-0.043, -0.922, 0.331], [-0.645, 0.295, -0.354], [0.523, -0.189, 0.473], [0.149, -0.584, 0.150], [0.502, 0.411, 0.167], [-0.162, 0.024, -0.376], [-0.013, -0.263, 0.416], [-0.143, 0.197, 0.133], [0.040, -0.238, 0.085], [-0.015, 0.017, -0.257], [0.219, -0.308, 0.059], [0.165, -0.108, -0.242], [-0.214, 0.284, 0.106], [-0.173, -0.117, 0.096], [-0.009, 0.323, -0.092], [0.156, 0.052, -0.124], [-0.209, 0.118, -0.166], [-0.437, -0.128, 0.114], [0.185, 0.043, -0.120], [0.159, -0.054, 0.090], [-1.832, -0.684, -1.354], [1.166, -0.188, -1.646], [-0.237, -0.673, 0.395], [-0.512, 0.051, -0.209], [0.770, -0.336, 0.289], [0.111, 0.822, -0.300], [0.146, -0.146, -0.226], [-0.393, -0.048, 0.094], [0.185, -0.899, -0.898], [0.504, 0.888, -0.481], [0.317, 1.146, -0.116], [-0.625, -0.146, 0.768], [-0.386, -0.193, -0.889], [0.946, -0.424, 0.304], [1.031, -0.186, 0.469], [-0.281, 0.770, 0.341], [-0.194, -0.743, -0.786], [-0.398, 0.863, -0.041], [-0.589, 0.760, 0.143], [-0.032, -0.271, 0.469], [-0.501, 0.544, -0.301], [-0.740, -0.769, 0.997], [-0.244, -0.858, 0.494], [0.888, -0.230, -0.661], [0.272, 0.011, 0.237], [0.109, 0.486, 0.057], [-0.129, 0.113, 0.332], [0.104, -0.436, -0.104], [-0.094, -0.021, -0.039], [0.118, -0.005, 0.013], [0.154, 0.063, -0.031], [-0.147, -0.065, 0.121], [-0.044, 0.043, -0.158], [0.127, -0.134, 0.101], [0.183, -0.030, 0.143], [-0.155, 0.088, 0.115], [-0.003, -0.208, -0.007], [0.141, 0.107, -0.107], [-0.036, 0.218, 0.086], [0.285, -0.193, 0.362], [-0.271, 0.090, -0.060], [0.031, -0.027, 0.235], [-0.017, -0.040, 0.146], [-0.055, 0.062, -0.112], [0.182, 0.181, 0.063], [-0.151, -0.185, 0.789], [0.361, -0.366, -0.010], [0.146, -0.128, -0.123], [0.084, -0.001, -0.252], [-0.072, 0.205, -0.197], [-0.330, 0.448, 0.016], [0.189, -0.293, -0.064], [-0.227, 0.188, -0.028], [0.143, -0.257, 0.210], [0.150, -0.161, -0.214], [-0.007, 0.072, -0.356], [-0.169, 0.217, -0.108], [-0.214, 0.082, 0.278]]
}

=====

{
  "formula": "C14H15F5GdN2S2",
  "method": "ωB97M-V/def2-TZVPD",
  "s_squared": 16.13,
  "homo_lumo_gap_ev": [3.793, 4.750],
  "total_charge": 1,
  "e_homo_ev": [-6.89, -11.04],
  "e_tot_ha": -2712.7933,
  "multiplicity": 8,
  "species": ["Gd", "F", "C", "C", "F", "C", "F", "C", "S", "C", "F", "C", "F", "N", "C", "C", "N", "H", "H", "H", "H", "H", "H", "H", "H", "H", "S", "C", "C", "C", "C", "C", "C", "H", "H", "H", "H", "H", "H"],
  "coordinates": [[-1.12764, 1.47437, 0.14169], [0.35563, 2.90274, 6.50535], [0.56933, 2.54195, 5.23015], [-0.49336, 2.46821, 4.34485], [-1.72679, 2.76343, 4.79059], [-0.31790, 2.09610, 3.00428], [-1.50311, 2.09280, 2.32231], [1.01247, 1.78178, 2.53940], [1.52823, 1.28567, 0.91122], [2.07223, 1.87025, 3.48005], [3.34745, 1.59740, 3.14447], [1.84620, 2.24471, 4.80114], [2.87056, 2.31876, 5.66603], [-0.55645, -3.65076, 0.89747], [-0.40421, -2.66824, 1.97217], [-0.26406, -1.23063, 1.43857], [-1.45650, -0.77896, 0.72412], [-0.57158, -4.60905, 1.31559], [0.24841, -3.58585, 0.23290], [-1.45618, -3.50537, 0.38733], [0.51400, -2.91109, 2.55149], [-1.27251, -2.73124, 2.66478], [0.62008, -1.15644, 0.76916], [-0.09519, -0.55252, 2.30264], [-2.29819, -0.85852, 1.33984], [-1.59669, -1.33183, -0.15092], [-0.56146, 0.73948, -2.38179], [-0.20010, 0.26229, -3.98843], [-1.23114, 0.08064, -4.90893], [-0.93584, -0.30839, -6.21865], [0.38852, -0.51510, -6.60594], [1.41799, -0.33235, -5.68206], [1.12418, 0.05664, -4.37211], [-2.26468, 0.23996, -4.61380], [-1.74355, -0.44763, -6.92890], [0.61712, -0.81691, -7.62233], [2.45097, -0.49047, -5.97287], [1.93061, 0.19719, -3.65751], [-0.83684, 3.46694, -0.37334]],
  "forces_ev_per_a": [[1.255, 2.182, -1.165], [0.062, -0.200, -0.723], [-0.333, 0.214, 0.613], [-0.437, 0.021, -0.227], [0.526, -0.157, -0.275], [2.879, 0.292, 2.772], [-0.086, -0.171, -0.562], [-0.404, 0.049, -0.239], [-1.195, 0.603, -0.092], [-0.537, 0.171, 0.372], [-1.042, 0.107, -0.116], [0.822, -0.090, 0.046], [-0.697, -0.053, -0.578], [0.686, -1.128, 0.336], [0.536, 1.241, 1.578], [0.488, -0.973, 0.484], [-1.089, -0.738, 0.535], [0.016, 0.258, -0.345], [-0.529, -0.060, 0.041], [-0.389, 0.142, -0.630], [-0.616, 0.016, -0.404], [0.535, -0.140, -0.545], [-0.652, -0.044, 0.571], [0.020, -0.553, -0.480], [0.669, -0.364, -0.814], [-0.295, -0.286, 0.357], [0.219, -0.388, -1.017], [-0.279, 0.317, 1.030], [-0.695, -0.337, -1.457], [-0.336, 0.221, 0.739], [-0.040, 0.054, 0.179], [-0.013, 0.215, 0.806], [1.255, -0.371, -0.975], [0.215, -0.010, 0.007], [0.098, 0.016, 0.086], [-0.023, 0.036, 0.100], [-0.130, 0.023, 0.038], [-0.193, 0.007, -0.079], [-0.268, -0.119, 0.033]]
}

=====

{
  "formula": "C23H21ClN6OS3",
  "method": "ωB97M-V/def2-TZVPD",
  "homo_lumo_gap_ev": 7.967,
  "smiles": "Cc1nn(-c2ccccc2)c(C)c1/C=N/NC(=O)CSc1nnc(SCc2ccccc2Cl)s1",
  "e_homo_ev": -7.92,
  "e_tot_ha": -2947.5672,
  "species": ["C", "C", "N", "N", "C", "C", "C", "C", "C", "C", "C", "C", "C", "C", "N", "N", "C", "O", "C", "S", "C", "N", "N", "C", "S", "C", "C", "C", "C", "C", "C", "C", "Cl", "S", "H", "H", "H", "H", "H", "H", "H", "H", "H", "H", "H", "H", "H", "H", "H", "H", "H", "H", "H", "H", "H"],
  "coordinates": [[-0.42200, 2.50111, -2.97826], [0.68353, 1.67592, -2.44465], [1.48720, 0.97851, -3.21138], [2.37717, 0.36727, -2.40421], [3.35715, -0.44888, -2.98431], [4.65231, -0.51055, -2.48153], [5.58557, -1.32824, -3.09384], [5.24312, -2.07186, -4.21010], [3.96013, -1.98650, -4.72698], [3.01797, -1.17978, -4.11968], [2.14261, 0.64697, -1.09845], [2.87992, 0.04220, 0.04051], [1.04714, 1.50628, -1.07694], [0.40551, 2.05314, 0.07491], [-0.64187, 2.77182, -0.01579], [-1.20083, 3.19322, 1.14078], [-2.43317, 3.75532, 1.18525], [-3.10735, 4.05712, 0.23194], [-2.90820, 3.96750, 2.62728], [-3.83235, 2.50432, 3.21632], [-2.56048, 1.37878, 3.50257], [-1.28812, 1.64733, 3.45441], [-0.51503, 0.59892, 3.65776], [-1.14485, -0.49495, 3.87253], [-0.38604, -2.03808, 4.13481], [-0.50130, -2.70476, 2.40758], [-1.90319, -2.68349, 1.90901], [-2.82637, -3.60627, 2.39324], [-4.14674, -3.57827, 1.98851], [-4.57174, -2.61662, 1.08638], [-3.67457, -1.68779, 0.59232], [-2.35180, -1.71992, 1.00598], [-1.26798, -0.51480, 0.37522], [-2.91143, -0.29288, 3.86466], [-0.25446, 3.54757, -2.73115], [-0.48559, 2.38168, -4.05594], [-1.35989, 2.21192, -2.50914], [4.94053, 0.09504, -1.63763], [6.59022, -1.37439, -2.70042], [5.97726, -2.70669, -4.68266], [3.69229, -2.55334, -5.60591], [2.01683, -1.09213, -4.51062], [2.21446, -0.05020, 0.89689], [3.25418, -0.94564, -0.22240], [3.72239, 0.66578, 0.34291], [0.83780, 1.80314, 1.05462], [-0.76818, 2.89066, 2.02329], [-2.09490, 4.15725, 3.32446], [-3.63993, 4.77382, 2.64949], [-0.12060, -3.71964, 2.50687], [0.16656, -2.10788, 1.79016], [-2.49126, -4.34455, 3.10682], [-4.84461, -4.30210, 2.37984], [-5.60237, -2.58344, 0.76917], [-3.99465, -0.92896, -0.10451]],
  "forces_ev_per_a": [[-0.031, -0.035, -0.164], [0.305, -0.250, 0.438], [-0.259, 0.233, -0.743], [-0.329, 0.391, 0.614], [0.439, -0.429, -0.372], [-0.203, 0.103, 0.006], [0.043, -0.095, -0.026], [0.098, -0.029, -0.015], [0.028, 0.011, 0.024], [-0.072, 0.040, 0.110], [-0.465, 0.279, 0.100], [0.056, 0.034, 0.036], [0.613, -0.440, -0.729], [-0.058, 0.205, 0.889], [-0.182, 0.056, -0.730], [0.788, -0.143, 0.704], [-0.058, 0.175, 0.223], [-0.217, 0.060, -0.163], [-0.026, -0.398, -0.070], [-0.353, 0.417, -0.113], [-0.247, -0.706, 0.238], [-0.785, 1.172, -0.035], [1.312, -0.798, 0.147], [-1.040, -0.427, 0.182], [0.091, -0.302, -0.141], [0.200, 0.300, 0.450], [-0.052, 0.055, -0.259], [-0.003, 0.087, -0.108], [-0.015, -0.067, 0.089], [0.033, 0.072, -0.015], [0.003, 0.043, -0.043], [0.019, -0.268, -0.023], [-0.137, -0.040, 0.008], [1.055, 0.721, -0.103], [-0.082, 0.084, -0.001], [-0.007, 0.010, -0.084], [-0.087, 0.062, -0.019], [0.001, 0.072, 0.083], [0.075, 0.004, 0.030], [0.065, -0.049, -0.042], [-0.036, -0.042, -0.069], [-0.065, -0.005, -0.026], [-0.011, -0.032, 0.050], [0.023, -0.023, 0.072], [0.073, -0.055, 0.043], [-0.078, 0.060, -0.028], [-0.376, 0.119, -0.323], [-0.013, 0.089, 0.005], [0.092, -0.039, -0.035], [0.025, -0.019, -0.064], [-0.007, -0.178, -0.003], [0.028, -0.091, 0.085], [-0.068, -0.078, 0.030], [-0.098, 0.001, -0.042], [-0.002, 0.080, -0.067]]
}

=====

Number 3 is which compound?
C14H15F5GdN2S2